No. 1
Below is an isolated molecule of C4H7NO2 in a non-equilibrium geometry, with properties calculated with ωB97M-V/def2-TZVPD.

Computed properties:
2S+1: 1
Relative energy (zero: lowest compared OMol25 entry of this formula, charge and spin) (kcal/mol): 32.2
LUMO energy (eV): 0.69
SMILES: CC(=O)NCC=O
Orbital gap (eV): 10.39
E (eV): -9845.882

XYZ file:
```
14
C4H7NO2 (ωB97M-V/def2-TZVPD)
C 0.462 -1.106 1.694
C -0.229 -1.394 0.404
O -0.301 -2.538 0.003
N -0.606 -0.378 -0.471
C -0.622 1.029 -0.109
C 0.646 1.730 -0.547
O 0.630 2.657 -1.313
H -0.201 -1.240 2.550
H 1.323 -1.754 1.849
H 1.044 -0.178 1.845
H -1.341 -0.621 -1.104
H -1.548 1.539 -0.353
H -0.501 1.150 0.993
H 1.621 1.409 -0.105
```

The net atomic charges from Mulliken, expressed in e, are:
1. C -0.94
2. C 0.55
3. O -0.59
4. N -0.17
5. C -0.50
6. C 0.06
7. O -0.44
8. H 0.26
9. H 0.31
10. H 0.30
11. H 0.26
12. H 0.36
13. H 0.25
14. H 0.29

***

No. 2
Below is a cluster of 3 separate species, C7H20NO2 in total in a non-equilibrium geometry, with properties calculated with ωB97M-V/def2-TZVPD.

Computed properties:
2S+1: 1
Relative energy (zero: lowest compared OMol25 entry of this formula, charge and spin) (kcal/mol): 41.8
LUMO energy (eV): -3.01
Charge: +1
Orbital gap (eV): 9.64
E (eV): -13160.342

XYZ file:
```
30
C7H20NO2 (ωB97M-V/def2-TZVPD)
C -0.986 1.992 1.374
C -0.660 0.572 1.043
C 0.854 0.236 0.772
C 1.118 -1.102 1.272
C 1.022 -2.161 0.488
C 0.754 -2.402 -0.990
C 1.733 -1.251 2.640
N -1.487 -0.127 -0.162
H -0.848 2.595 0.500
H -0.252 2.313 2.103
H -2.010 2.181 1.743
H -1.040 -0.039 1.931
H 1.099 0.481 -0.342
H 1.623 1.162 1.310
H 1.043 -3.083 1.035
H 0.123 -1.669 -1.457
H 0.452 -3.334 -1.307
H 1.753 -2.372 -1.559
H 2.134 -0.299 2.999
H 0.927 -1.560 3.433
H 2.570 -1.831 2.631
H -0.966 0.161 -1.042
H -1.363 -1.171 0.022
H -2.476 0.168 -0.195
H -0.784 -0.457 -3.598
H -0.312 0.983 -3.286
O -1.072 0.379 -3.096
H -1.115 2.166 -2.140
H -0.927 3.636 -1.913
O -0.457 2.815 -1.821
```

The net atomic charges from Mulliken, expressed in e, are:
1. C -1.45
2. C 0.10
3. C -0.34
4. C 0.81
5. C -0.60
6. C -0.84
7. C -1.76
8. N -0.19
9. H 0.32
10. H 0.40
11. H 0.39
12. H 0.35
13. H 0.28
14. H 0.44
15. H 0.42
16. H -0.08
17. H 0.43
18. H 0.31
19. H 0.40
20. H 0.27
21. H 0.53
22. H 0.03
23. H 0.41
24. H 0.39
25. H 0.30
26. H 0.35
27. O -0.72
28. H 0.35
29. H 0.32
30. O -0.62

***

No. 3
Below is a cluster of 2 separate species, C20H19B2Cl4F3NO3 in total in a non-equilibrium geometry, with properties calculated with ωB97M-V/def2-TZVPD.

Computed properties:
2S+1: 1
LUMO energy (eV): 0.06
Charge: -1
Orbital gap (eV): 4.85
E (eV): -88286.304

XYZ file:
```
52
C20H19B2Cl4F3NO3 (ωB97M-V/def2-TZVPD)
Cl -3.264 1.953 3.387
B -2.017 2.932 2.418
Cl -2.760 3.448 0.790
Cl -1.386 4.458 3.353
O -0.872 2.016 2.192
C 0.222 2.066 1.530
C 1.462 1.828 2.247
C 2.656 2.489 1.885
C 3.860 2.091 2.457
C 3.873 1.039 3.388
Cl 5.363 0.383 3.916
C 2.668 0.510 3.877
C 1.459 0.924 3.335
H 0.248 2.322 0.446
H 2.600 3.293 1.149
H 4.799 2.549 2.159
H 2.695 -0.250 4.651
H 0.511 0.527 3.690
C 5.276 -0.465 -5.086
C 4.833 0.553 -4.060
C 5.794 0.471 -2.895
C 4.729 1.951 -4.641
O 3.416 0.319 -3.571
C 3.164 -0.843 -2.950
N 1.933 -0.754 -2.242
C 0.988 0.282 -2.246
C -0.205 -0.174 -1.686
B -1.831 0.279 -2.035
F -2.158 -0.668 -3.009
F -2.525 0.112 -0.849
F -1.704 1.574 -2.508
C -0.018 -1.578 -1.362
C 1.336 -1.878 -1.637
C 1.845 -3.154 -1.660
C 1.022 -4.201 -1.219
C -0.331 -3.939 -0.927
C -0.863 -2.641 -1.014
O 3.867 -1.847 -2.983
H 4.599 -0.510 -5.945
H 6.271 -0.178 -5.459
H 5.361 -1.453 -4.620
H 5.484 1.132 -2.079
H 5.853 -0.566 -2.542
H 6.794 0.776 -3.230
H 4.379 2.651 -3.873
H 5.702 2.297 -5.009
H 4.019 1.968 -5.477
H 1.249 1.205 -2.752
H 2.840 -3.295 -2.058
H 1.437 -5.206 -1.132
H -0.981 -4.761 -0.617
H -1.909 -2.433 -0.807
```

The net atomic charges from Mulliken, expressed in e, are:
1. Cl -0.32
2. B 0.71
3. Cl -0.28
4. Cl -0.33
5. O -0.40
6. C -0.12
7. C 0.33
8. C -0.40
9. C -0.57
10. C 0.38
11. Cl -0.21
12. C -0.59
13. C -0.30
14. H 0.31
15. H 0.45
16. H 0.42
17. H 0.40
18. H 0.48
19. C -1.57
20. C 1.69
21. C -1.66
22. C -1.76
23. O -0.39
24. C 0.67
25. N 0.39
26. C -0.58
27. C -0.54
28. B 0.78
29. F -0.40
30. F -0.41
31. F -0.39
32. C 0.37
33. C -0.01
34. C -0.80
35. C -0.60
36. C -0.58
37. C -0.22
38. O -0.68
39. H 0.36
40. H 0.44
41. H 0.33
42. H 0.35
43. H 0.38
44. H 0.46
45. H 0.38
46. H 0.42
47. H 0.37
48. H 0.60
49. H 0.47
50. H 0.38
51. H 0.35
52. H 0.43

***

No. 4
Below is a cluster of 3 separate species, C2H8NS in total in a non-equilibrium geometry, with properties calculated with ωB97M-V/def2-TZVPD.

Computed properties:
2S+1: 1
Relative energy (zero: lowest compared OMol25 entry of this formula, charge and spin) (kcal/mol): 79.1
LUMO energy (eV): 3.69
Charge: -1
Orbital gap (eV): 6.47
E (eV): -14526.665

XYZ file:
```
12
C2H8NS (ωB97M-V/def2-TZVPD)
N -1.731 1.244 1.375
H -0.848 1.638 1.639
H -1.645 0.295 1.543
H -1.803 1.320 0.403
C 0.400 -1.300 -0.276
C 0.508 -0.139 -1.282
S 2.717 1.324 -0.310
H -0.643 -1.402 0.030
H 1.015 -1.116 0.594
H 0.786 -2.248 -0.645
H 0.130 0.725 -0.901
H 1.116 -0.343 -2.169
```

The net atomic charges from Mulliken, expressed in e, are:
1. N -0.79
2. H 0.29
3. H 0.24
4. H 0.26
5. C -0.59
6. C -0.97
7. S -0.78
8. H 0.19
9. H 0.18
10. H 0.32
11. H 0.37
12. H 0.29

***

No. 5
Below is an isolated molecule of C2H5N7O2 in a non-equilibrium geometry, with properties calculated with ωB97M-V/def2-TZVPD.

Computed properties:
2S+1: 1
Relative energy (zero: lowest compared OMol25 entry of this formula, charge and spin) (kcal/mol): 0.0
LUMO energy (eV): 0.28
SMILES: N#CN(N[N+](=O)[O-])/C(N)=N\N
Orbital gap (eV): 9.45
E (eV): -16673.917

XYZ file:
```
16
C2H5N7O2 (ωB97M-V/def2-TZVPD)
N 0.908 -2.922 -0.772
C 0.635 -1.891 -0.312
N 0.362 -0.680 0.144
N -0.164 -0.542 1.325
N -1.567 -0.669 1.375
O -2.076 -0.951 0.310
O -2.061 -0.469 2.458
C 0.016 0.566 -0.882
N -0.507 0.035 -1.997
N 0.460 1.704 -0.619
N 1.199 2.109 0.492
H 0.066 0.125 2.035
H -0.189 0.370 -2.888
H -0.463 -0.955 -1.938
H 1.624 1.258 0.977
H 1.756 2.913 0.292
```

The net atomic charges from Mulliken, expressed in e, are:
1. N -0.51
2. C 0.61
3. N -0.21
4. N -0.36
5. N 1.08
6. O -0.53
7. O -0.65
8. C 0.61
9. N -0.43
10. N -0.40
11. N -0.44
12. H 0.28
13. H 0.27
14. H 0.20
15. H 0.23
16. H 0.25

***

No. 6
Below is a structure of composition C42H55F9IOP2SScSi in a non-equilibrium geometry, with properties calculated with ωB97M-V/def2-TZVPD.

Computed properties:
2S+1: 2
Relative energy (zero: lowest compared OMol25 entry of this formula, charge and spin) (kcal/mol): 22.7
LUMO energy (alpha / beta) (eV): 2.38 / 2.38
Charge: -1
Orbital gap (alpha / beta) (eV): 5.25 / 6.04
E (eV): -137050.915

XYZ file:
```
113
C42H55F9IOP2SScSi (ωB97M-V/def2-TZVPD)
Sc 0.569 1.853 0.321
C 3.952 -1.982 -0.062
Si 2.148 -1.456 -0.029
C 1.514 -1.888 -1.797
C 2.008 -3.085 -2.339
C 1.626 -3.564 -3.582
C 0.714 -2.846 -4.340
C 0.240 -1.641 -3.853
C 0.646 -1.140 -2.614
P 0.031 0.493 -2.071
C -1.738 0.575 -2.651
C -2.142 0.892 -4.109
C -3.574 0.421 -4.419
C -4.460 0.549 -3.188
C -4.001 -0.438 -2.106
C -2.480 -0.683 -2.162
C 1.020 1.834 -2.971
C 2.523 1.779 -2.608
C 3.336 0.837 -3.501
C 3.201 1.223 -4.971
C 1.732 1.193 -5.380
C 0.902 2.113 -4.484
C 1.261 -2.730 1.125
C 1.683 -4.059 0.954
C 1.207 -5.116 1.710
C 0.266 -4.870 2.694
C -0.173 -3.572 2.891
C 0.295 -2.489 2.135
P -0.464 -0.814 2.438
C -0.636 -0.507 4.282
C 0.435 0.509 4.727
C 1.780 -0.165 4.981
C 1.651 -1.215 6.080
C 0.621 -2.267 5.677
C -0.723 -1.617 5.343
C -2.241 -1.093 1.943
C -3.104 -2.158 2.631
C -4.558 -2.025 2.173
C -5.185 -0.697 2.639
C -4.111 0.343 2.981
C -2.951 0.294 1.988
H 4.117 -3.042 -0.266
H 4.391 -1.741 0.909
H 4.486 -1.399 -0.818
H 2.729 -3.664 -1.777
H 2.036 -4.495 -3.954
H 0.386 -3.212 -5.306
H -0.450 -1.075 -4.461
H -2.107 1.400 -2.037
H -1.465 0.455 -4.841
H -2.099 1.974 -4.247
H -3.565 -0.624 -4.748
H -3.975 1.008 -5.248
H -5.508 0.372 -3.442
H -4.396 1.574 -2.809
H -4.522 -1.392 -2.233
H -4.283 -0.048 -1.130
H -2.262 -1.516 -2.835
H -2.108 -0.985 -1.179
H 0.591 2.717 -2.476
H 2.679 1.511 -1.563
H 2.919 2.792 -2.730
H 3.003 -0.197 -3.371
H 4.382 0.877 -3.186
H 3.790 0.555 -5.605
H 3.590 2.239 -5.111
H 1.365 0.166 -5.315
H 1.618 1.511 -6.421
H -0.130 2.126 -4.807
H 1.277 3.135 -4.621
H 2.432 -4.282 0.206
H 1.578 -6.121 1.540
H -0.121 -5.675 3.308
H -0.901 -3.394 3.668
H -1.597 0.022 4.281
H 0.097 0.986 5.656
H 0.550 1.296 3.980
H 2.529 0.586 5.239
H 2.127 -0.636 4.057
H 1.333 -0.729 7.012
H 2.616 -1.688 6.276
H 0.476 -2.994 6.482
H 1.004 -2.814 4.813
H -1.090 -1.137 6.260
H -1.466 -2.372 5.080
H -2.133 -1.405 0.899
H -3.056 -2.054 3.721
H -2.740 -3.153 2.381
H -5.147 -2.870 2.539
H -4.575 -2.084 1.079
H -5.824 -0.867 3.510
H -5.830 -0.298 1.852
H -3.738 0.177 3.996
H -4.547 1.345 2.969
H -2.237 1.080 2.238
H -3.328 0.553 1.001
S 3.133 0.867 1.588
C 1.939 0.243 0.529
I -1.956 3.199 0.144
F 0.289 6.037 1.142
C 1.418 5.378 1.432
F 2.241 6.251 2.037
F 1.113 4.430 2.320
C 2.060 4.731 0.145
O 1.629 3.481 -0.048
C 3.622 4.709 0.307
F 4.171 5.922 0.091
F 4.165 3.860 -0.561
F 3.973 4.318 1.532
C 1.699 5.623 -1.091
F 2.501 5.329 -2.130
F 1.836 6.934 -0.842
F 0.449 5.405 -1.487
```

Atomic partial charges in e from the Mulliken method, atoms 1 to 99:
1. Sc -0.90
2. C -1.28
3. Si 0.45
4. C 0.59
5. C -0.28
6. C -1.02
7. C -1.01
8. C -0.28
9. C 0.05
10. P 0.57
11. C 1.28
12. C -0.87
13. C -1.06
14. C -0.91
15. C -0.19
16. C -0.04
17. C 0.82
18. C -0.02
19. C -0.33
20. C -1.23
21. C -0.44
22. C -1.20
23. C 1.32
24. C -0.78
25. C -1.10
26. C -1.22
27. C -0.87
28. C 0.07
29. P 0.00
30. C 1.23
31. C -1.09
32. C 0.05
33. C -1.18
34. C -0.32
35. C -1.53
36. C 0.21
37. C -0.37
38. C -0.80
39. C -0.73
40. C -1.15
41. C -0.03
42. H 0.36
43. H 0.38
44. H 0.30
45. H 0.19
46. H 0.41
47. H 0.42
48. H 0.45
49. H -0.20
50. H 0.15
51. H 0.38
52. H 0.28
53. H 0.54
54. H 0.53
55. H 0.33
56. H 0.45
57. H -0.15
58. H 0.34
59. H -0.65
60. H -0.28
61. H -0.35
62. H 0.51
63. H -0.03
64. H 0.48
65. H 0.51
66. H 0.36
67. H -0.01
68. H 0.52
69. H 0.31
70. H 0.45
71. H 0.09
72. H 0.40
73. H 0.39
74. H 0.79
75. H -0.12
76. H 0.63
77. H 0.13
78. H 0.40
79. H -0.14
80. H 0.37
81. H 0.46
82. H 0.40
83. H 0.12
84. H 0.46
85. H 0.50
86. H -0.08
87. H -0.04
88. H 0.35
89. H 0.44
90. H 0.29
91. H 0.38
92. H 0.31
93. H 0.17
94. H 0.51
95. H 0.33
96. H -0.07
97. S -0.51
98. C 0.89
99. I -0.60